Entry 1:
The following is a quantum chemistry calculation of a structure of composition C23H34IN3NdO7S, from the Open Molecules 2025 dataset.

XYZ file:
```
70
Properties=species:S:1:pos:R:3:forces:R:3:mulliken_spin:R:1
Nd 0.01457 0.81060 -0.64785 -0.22 0.36 0.44 3.02
C 1.34565 -0.69225 -3.51046 -0.27 0.27 -0.39 0.00
C 2.48649 -0.33154 -2.60115 0.32 0.22 -0.03 0.00
O 2.25308 0.92210 -1.97741 -0.69 0.67 0.61 0.00
C 2.63549 2.12718 -2.67448 0.99 -1.05 -0.39 0.00
C 1.66560 3.22079 -2.36441 -1.31 1.02 -1.79 0.01
O 0.32894 2.63679 -2.64524 1.30 -1.06 1.21 0.00
C -0.81243 3.43606 -2.86540 0.64 0.79 -1.12 0.00
C -1.94212 2.53757 -3.38437 -0.43 -0.31 1.54 0.00
O -2.00816 1.37110 -2.44342 0.11 0.95 -1.74 0.00
C -2.24112 0.11042 -3.07983 -0.92 0.35 -1.00 0.00
C -1.05477 -0.47754 -3.76204 0.95 -1.29 -0.08 0.00
O 0.07389 -0.57298 -2.84430 -0.16 -0.27 -0.48 0.00
H 1.51020 -1.68132 -3.92912 -0.19 -0.30 0.07 0.00
H 1.32401 0.01068 -4.32450 0.01 0.38 -0.64 0.00
H 3.44471 -0.24552 -3.13807 -0.36 -0.48 -0.08 0.00
H 2.57201 -1.06370 -1.80624 0.21 0.03 0.25 0.00
H 2.67061 1.93427 -3.77030 -0.10 0.07 0.63 0.00
H 3.66161 2.38170 -2.32845 -0.61 0.10 -0.28 0.00
H 1.84229 4.08533 -3.09702 -0.21 -1.05 1.08 0.00
H 1.74445 3.56876 -1.34232 -0.23 0.04 0.27 0.00
H -0.48343 4.11537 -3.65936 -0.64 0.32 -0.12 0.00
H -1.05876 4.05657 -1.99936 -0.25 -0.37 0.16 0.00
H -1.80728 2.21203 -4.42576 0.27 -0.09 0.45 0.00
H -2.92301 3.07263 -3.32076 0.78 -0.40 0.00 0.00
H -3.03022 0.08230 -3.88104 0.36 0.72 0.72 0.00
H -2.64631 -0.46674 -2.28711 -0.03 -1.02 0.69 0.00
H -0.73539 0.07374 -4.62957 0.18 0.91 -0.24 0.00
H -1.33190 -1.45394 -4.25338 0.27 0.43 1.07 0.00
C -0.28181 -2.15985 6.52020 0.42 -1.05 0.79 0.00
C -0.54993 -2.10731 5.05800 -0.92 0.11 -0.07 0.00
C -0.38225 -0.93714 4.32272 0.16 -0.16 -0.04 0.00
C -0.59535 -0.90757 2.94743 0.94 2.94 1.86 0.00
C -1.01768 -2.02314 2.36523 0.13 -2.66 -2.80 0.00
C -1.15729 -3.23356 3.01121 -0.84 -0.17 1.24 0.00
C -1.03101 -3.22478 4.39554 0.32 -1.37 -0.38 0.00
S -0.86238 -2.05518 0.59910 -1.13 -0.82 -1.21 0.00
O -1.22707 -3.40861 0.11100 0.84 2.77 0.83 0.00
O -1.70953 -0.90602 0.09078 0.17 -0.50 0.02 0.00
N 0.56403 -1.43197 0.25395 0.51 -1.14 0.23 0.00
C 1.75604 -2.11254 0.66630 -0.97 0.75 -0.91 0.00
C 1.77913 -3.42903 1.09040 0.75 -0.38 0.58 0.00
C 2.98698 -3.97459 1.50052 0.45 -0.23 -0.08 0.00
C 4.15014 -3.20253 1.40872 -1.18 1.23 -0.78 0.00
C 4.02023 -1.89914 0.90583 -0.45 -0.12 -0.22 0.00
N 2.83910 -1.37058 0.50976 1.19 -0.02 0.69 0.00
H -0.67124 -1.32107 7.06934 0.14 0.70 0.01 0.00
H 0.81166 -2.25671 6.67160 -0.53 0.21 0.17 0.00
H -0.75907 -3.02512 7.03033 0.37 0.27 -0.65 0.00
H -0.02567 -0.07720 4.84782 0.16 0.55 0.08 0.00
H -0.35203 0.00985 2.37178 -0.28 -0.68 0.50 0.00
H -1.44708 -4.16659 2.54247 0.07 0.33 -0.39 0.00
H -1.20548 -4.19063 4.90712 0.17 0.82 -0.06 0.00
H 0.90143 -4.03015 1.08162 -0.53 -0.28 0.06 0.00
H 3.02867 -5.01872 1.84917 -0.02 0.61 -0.23 0.00
H 5.13443 -3.54598 1.56851 0.75 -0.60 0.56 0.00
H 4.90287 -1.24552 0.78633 -0.56 -0.45 0.04 0.00
C 1.25811 2.21037 1.05093 -0.25 0.33 0.38 -0.02
H 0.74987 3.12294 1.42317 -0.16 -0.11 -0.44 0.00
H 2.26566 2.58788 0.78252 -0.16 -0.46 0.18 0.00
H 1.34551 1.66195 2.02181 0.33 -0.06 -0.63 0.00
N -3.68854 1.05742 0.94271 1.17 1.24 -0.61 0.00
C -3.06260 2.20703 0.54769 0.03 -0.34 0.84 0.00
O -1.85743 2.24276 0.26125 0.03 -0.67 -0.37 0.00
C -3.79308 3.55086 0.47843 0.49 -0.74 1.34 0.00
I -5.27061 3.41838 -0.95073 -0.91 0.16 -0.91 0.00
H -3.15686 0.18225 0.86853 -0.22 0.39 0.14 0.00
H -4.57292 1.08184 1.41071 -0.30 0.00 -0.14 0.00
H -3.06700 4.31576 0.23708 0.05 -0.06 -0.22 0.00
H -4.24866 3.83147 1.43587 0.01 -0.26 -0.22 0.00
```
Positions in Å, forces in eV/Å.

Summary:
- gap between HOMO and LUMO (spin up / spin down) (eV) = 8.4 / 8.4
- multiplicity = 4
- total energy (hartree) = -2844.8791
- HOMO level (spin up / spin down) (eV) = -10.35 / -10.36
- ⟨S²⟩ = 3.753
- net charge = +1
- max |F| (eV Å⁻¹) = 3.86
- relative energy (zero: lowest compared OMol25 entry of this formula, charge and spin) (kJ/mol) = 312.9

=====

Entry 2:
The following is a quantum chemistry calculation of a cluster of 2 separate species, CH8N2O in total, from the Open Molecules 2025 dataset.

XYZ file:
```
12
Properties=species:S:1:pos:R:3:forces:R:3:mulliken_spin:R:1
N 0.89900 -1.45376 -3.18069 -0.91 -2.45 0.75 0.56
C -0.26033 -1.08087 -2.37879 0.08 3.29 0.17 0.01
N -0.12891 0.05485 -1.48635 1.71 -1.07 -2.11 0.29
H 0.56351 -2.26856 -3.71487 0.23 0.36 -0.46 -0.02
H 1.73334 -1.84177 -2.73020 0.39 0.87 0.19 0.00
H -1.01860 -0.76289 -3.10634 -0.40 -0.89 0.30 0.03
H -0.55977 -1.93402 -1.72497 -0.07 -0.46 -0.44 0.12
H 0.87416 0.18514 -1.31926 -0.37 0.06 0.92 0.00
H -0.41228 0.87984 -2.01197 -0.65 0.28 0.70 0.01
H 0.19926 2.74590 6.20380 -0.39 -0.45 0.10 0.00
H -1.13706 2.46891 5.53228 0.08 -0.17 0.24 0.00
O -0.51923 2.08791 6.17269 0.31 0.63 -0.34 0.00
```
Positions in Å, forces in eV/Å.

Summary:
- gap between HOMO and LUMO (spin up / spin down) (eV) = 9.4 / 3.4
- multiplicity = 2
- total energy (hartree) = -227.2707
- HOMO level (spin up / spin down) (eV) = -13.15 / -13.15
- ⟨S²⟩ = 0.756
- net charge = +1
- max |F| (eV Å⁻¹) = 3.30
- relative energy (zero: lowest compared OMol25 entry of this formula, charge and spin) (kJ/mol) = 76.8

=====

Entry 3:
The following is a quantum chemistry calculation of a structure of composition C21H30BN12OSn, from the Open Molecules 2025 dataset.

XYZ file:
```
66
Properties=species:S:1:pos:R:3:forces:R:3:mulliken_spin:R:1
Sn -0.02294 0.10529 0.06594 -1.08 0.72 0.00 0.00
C -0.30629 4.53115 -0.25361 0.06 0.00 0.01 0.00
C 0.37462 3.32129 -0.22252 -0.02 0.04 0.04 0.00
N -0.48619 2.30601 -0.09724 0.40 -0.05 0.00 0.00
N -1.73009 2.83997 -0.05789 -0.08 0.09 -0.09 0.00
C -1.63397 4.18090 -0.14489 0.01 -0.02 -0.03 0.00
B -2.95279 1.91191 0.06768 0.11 -0.03 -0.02 -0.01
N -2.91525 0.84826 -1.05841 -0.16 0.08 0.04 0.01
C -3.86519 0.44986 -1.92466 -0.05 -0.15 0.04 -0.01
C -3.33951 -0.50576 -2.76728 0.03 -0.02 0.01 0.00
C -2.02740 -0.65681 -2.33879 -0.10 0.00 -0.02 0.00
N -1.77966 0.15423 -1.30748 0.28 -0.20 -0.25 0.00
N -2.84926 1.17033 1.41747 -0.23 0.07 0.04 0.00
C -3.53854 1.14690 2.57652 0.06 -0.01 -0.04 0.00
C -2.96219 0.23369 3.42987 0.00 -0.01 0.03 0.00
C -1.88676 -0.27295 2.71316 -0.01 0.01 0.00 0.00
N -1.81895 0.29162 1.50587 0.32 -0.19 0.14 0.00
N -4.23673 2.78902 -0.15031 0.22 0.06 -0.10 0.18
C -5.20055 3.24355 0.58946 -0.27 0.02 -0.06 0.20
C -6.07346 4.04205 -0.24619 0.16 0.11 0.06 0.38
C -5.46300 3.98239 -1.53274 0.17 0.17 0.09 0.08
N -4.35418 3.31082 -1.49053 -0.12 -0.21 0.06 0.19
H 0.10945 5.52005 -0.33763 -0.02 0.00 -0.01 0.00
H 1.43686 3.14298 -0.28810 0.00 -0.03 0.06 0.00
H -2.50206 4.81853 -0.12803 -0.02 -0.04 -0.01 0.00
H -4.87451 0.82278 -1.88781 0.05 0.13 -0.01 0.00
H -3.84630 -1.01579 -3.56763 0.01 -0.01 0.01 0.00
H -1.25185 -1.30387 -2.71578 0.00 -0.01 0.04 0.00
H -4.38862 1.77468 2.76707 -0.04 -0.05 -0.04 0.00
H -3.28376 -0.02254 4.42412 0.00 0.00 -0.01 0.00
H -1.16739 -1.02070 3.00695 0.01 0.01 -0.01 0.00
H -5.31694 3.05382 1.64293 0.01 -0.02 -0.01 -0.01
H -6.91547 4.64067 0.07166 -0.07 -0.12 0.02 -0.02
H -5.77347 4.48239 -2.43902 -0.02 -0.05 -0.01 0.01
C 2.93554 -2.56440 5.40784 -0.03 -0.04 0.13 0.00
N 3.40706 -2.41895 4.02998 -0.06 0.09 -0.10 0.59
C 4.74625 -2.88134 3.66900 0.12 -0.05 -0.02 0.00
C 2.62304 -1.86309 3.11910 0.06 -0.02 0.20 -0.15
N 1.91554 -1.35933 2.34317 0.33 -0.28 0.38 0.41
H 3.68709 -2.13090 6.07361 0.02 0.03 -0.04 0.03
H 2.87086 -3.63483 5.63413 0.01 -0.01 -0.06 0.04
H 1.97084 -2.08576 5.53698 0.00 0.02 -0.04 0.01
H 5.47090 -2.33894 4.28506 -0.04 0.03 0.02 0.03
H 4.93730 -2.71846 2.61404 -0.04 0.01 -0.01 0.01
H 4.82219 -3.94257 3.92591 -0.05 0.00 0.01 0.03
C 1.31552 -3.74213 -2.43747 -0.10 -0.08 -0.04 0.01
N 1.81976 -2.83843 -3.46444 0.18 0.05 -0.05 -0.23
C 2.14428 -3.45127 -4.76561 -0.08 0.05 -0.18 0.01
C 3.34328 -2.78143 -5.39242 0.01 -0.05 0.11 -0.01
C 3.08216 -1.29384 -5.46480 0.10 -0.11 -0.12 -0.01
N 2.53897 -0.75670 -4.22440 0.19 0.21 -0.16 -0.66
C 2.70989 0.66141 -4.01748 -0.12 0.05 0.04 0.01
C 1.89911 -1.52307 -3.20185 -0.24 -0.25 0.17 0.05
O 1.48418 -0.97026 -2.18636 0.22 -0.05 -0.43 0.03
H 0.43635 -4.26860 -2.81323 -0.02 0.04 0.00 -0.01
H 1.07007 -3.18745 -1.54069 -0.01 0.02 0.00 0.00
H 2.08216 -4.48839 -2.22412 0.02 0.02 0.00 -0.01
H 1.26811 -3.35540 -5.41582 -0.03 -0.04 0.04 -0.01
H 2.31233 -4.51302 -4.60422 0.03 0.01 0.08 0.00
H 3.49048 -3.17136 -6.39852 0.04 0.03 -0.01 0.00
H 4.25249 -2.98642 -4.82468 -0.02 0.01 0.03 0.00
H 2.35438 -1.06459 -6.25995 -0.10 0.05 0.09 -0.04
H 3.97710 -0.71741 -5.70582 -0.02 0.05 0.02 -0.02
H 2.37761 1.19177 -4.91421 0.03 -0.03 -0.04 -0.04
H 3.77915 0.86805 -3.89536 0.01 -0.03 -0.01 -0.04
H 2.15998 0.98478 -3.14418 -0.02 -0.03 0.01 0.00
```
Positions in Å, forces in eV/Å.

Summary:
- gap between HOMO and LUMO (spin up / spin down) (eV) = 5.6 / 4.6
- multiplicity = 2
- total energy (hartree) = -1788.2438
- HOMO level (spin up / spin down) (eV) = -18.89 / -18.89
- ⟨S²⟩ = 1.801
- net charge = +4
- max |F| (eV Å⁻¹) = 1.30
- relative energy (zero: lowest compared OMol25 entry of this formula, charge and spin) (kJ/mol) = 16.0

=====

Entry 4:
The following is a quantum chemistry calculation of an isolated molecule of C2H6N2, from the Open Molecules 2025 dataset.

XYZ file:
```
10
Properties=species:S:1:pos:R:3:forces:R:3:nbo_charge:R:1
C 0.43246 1.33815 -0.60779 -1.01 -0.93 -0.40 -0.42
N -0.81593 -1.41739 0.24697 0.90 1.17 0.83 -0.86
C 0.24283 -0.69701 0.81553 -2.11 -0.97 -0.92 0.31
N 0.74004 0.32449 0.33765 2.30 1.67 1.42 -0.52
H -0.19283 0.99612 -1.43848 -0.24 0.08 -0.28 0.15
H -0.13362 2.08013 -0.04363 0.05 0.30 -0.26 0.21
H 1.30598 1.79698 -1.06260 0.24 -0.04 0.32 0.21
H -1.09139 -0.99988 -0.62072 -0.54 -0.92 -0.39 0.39
H -0.95735 -2.35508 0.56830 -0.39 -0.10 -0.55 0.40
H 0.46981 -1.06652 1.80478 0.80 -0.26 0.23 0.15
```
Positions in Å, forces in eV/Å.

Summary:
- gap between HOMO and LUMO (eV) = 9.4
- total energy (hartree) = -189.2743
- HOMO level (eV) = -8.41
- max |F| (eV Å⁻¹) = 3.17
- relative energy (zero: lowest compared OMol25 entry of this formula, charge and spin) (kJ/mol) = 145.1

=====

Entry 5:
The following is a quantum chemistry calculation of a cluster of 3 separate species, C3H10O3 in total, from the Open Molecules 2025 dataset.

XYZ file:
```
16
Properties=species:S:1:pos:R:3:forces:R:3:nbo_charge:R:1
O 0.48844 3.34419 3.16014 -0.46 0.81 0.14 -0.52
C 0.69040 2.32885 2.55616 0.86 0.55 -0.09 0.42
C 0.25214 2.15387 1.12394 0.74 -1.87 -4.26 -0.53
C -1.28230 1.90684 1.10919 -0.89 1.07 -2.74 -0.60
H 1.23021 1.56926 3.14411 -0.08 -0.72 -0.66 0.13
H 0.62251 1.15616 0.62435 0.05 1.74 1.40 0.22
H 0.63280 2.92207 0.26509 -0.94 -1.16 2.78 0.25
H -1.61838 2.33300 1.99285 -1.22 0.71 1.66 0.21
H -1.49768 0.83643 1.12063 -0.07 0.21 -0.09 0.21
H -1.95138 2.43712 0.24361 2.02 -1.34 1.85 0.22
H -0.46154 -4.42329 -6.05588 -0.51 -0.12 -0.65 0.46
H 0.39470 -4.25295 -4.88016 0.37 0.49 -0.65 0.46
O 0.32744 -3.94842 -5.80969 0.14 -0.38 1.30 -0.92
H 0.78951 -3.38485 0.99911 -0.16 -0.47 -0.07 0.47
H 0.50082 -2.47857 -0.25295 0.49 -0.29 1.31 0.47
O 0.88231 -2.49970 0.65949 -0.34 0.78 -1.24 -0.94
```
Positions in Å, forces in eV/Å.

Summary:
- gap between HOMO and LUMO (eV) = 10.1
- total energy (hartree) = -345.9548
- HOMO level (eV) = -9.81
- max |F| (eV Å⁻¹) = 4.71
- relative energy (zero: lowest compared OMol25 entry of this formula, charge and spin) (kJ/mol) = 156.7